Record 1
{"formula": "H24O12", "method": "ωB97M-V/def2-TZVPD", "total_charge": 0, "relative_energy_kcal_mol": 52.11, "total_energy_ha": -917.2423, "orbital_gap_ev": 9.43, "max_force_ha_per_bohr": 0.08561, "e_lumo_ev": -0.66, "spin_multiplicity": 1, "species": ["H", "H", "H", "H", "H", "H", "O", "O", "H", "H", "O", "O", "H", "H", "O", "H", "O", "O", "H", "H", "H", "H", "O", "H", "O", "H", "H", "H", "H", "O", "H", "O", "H", "O", "H", "H"], "positions_angstrom": [[4.7688, -1.1734, 0.6130], [-0.5092, 0.5136, 0.1160], [-0.7492, 2.9356, 0.7700], [-1.8802, 0.6986, 2.4030], [2.2508, 1.8276, -1.0190], [3.8008, -0.1444, 0.1460], [-1.3332, 2.3376, 0.3370], [2.3018, 1.0656, -0.4530], [0.1088, -0.7294, -1.9400], [0.9888, -1.4854, 1.1710], [-2.5142, 0.1556, 1.9220], [4.6788, -0.2824, 0.2750], [-1.4182, -1.3534, -0.5700], [1.5368, -0.8884, -2.3140], [1.8828, -1.7504, 1.4030], [0.8828, 0.1536, -0.4020], [0.6448, -0.6874, -2.7270], [-2.1732, 0.4886, -3.1310], [-1.8892, 0.1286, -2.3210], [-0.4812, 1.5656, 3.9260], [2.5208, -2.8264, -1.2090], [1.9438, -2.7174, 1.5100], [2.7088, -1.9174, -1.0680], [-1.3972, 2.6646, -0.5790], [0.0338, -0.2244, -0.1210], [-3.3752, 0.4586, 0.4800], [-2.2722, -0.7704, 1.9050], [2.4228, -1.8454, -0.1520], [-4.8052, 0.0286, 0.0530], [-0.4792, 1.5886, 3.0020], [-2.8652, -0.8734, -0.8830], [-2.2172, -1.5254, -1.1220], [0.3788, 1.3316, 2.8100], [-3.9822, 0.4346, -0.2260], [-1.9022, 1.4116, -3.0780], [2.3888, 1.4076, 0.4720]]}

***

Record 2
{"formula": "C3HFO2Tm", "method": "ωB97M-V/def2-TZVPD", "total_charge": 3, "total_energy_ha": -1448.7945, "orbital_gap_ev": [7.50, 4.92], "max_force_ha_per_bohr": 0.08632, "e_lumo_ev": [-16.37, -18.10], "spin_multiplicity": 3, "species": ["O", "F", "C", "C", "O", "H", "Tm", "C"], "positions_angstrom": [[-2.3960, -0.3714, -0.6589], [-0.0954, -0.0187, 0.0193], [-1.2986, 0.1234, 0.6666], [4.0661, -1.0175, -0.5764], [3.3202, -0.1594, -0.5852], [-2.5038, -0.3906, 1.4948], [1.6209, 1.5286, -0.6892], [-2.7135, 0.3057, 0.3289]]}